(1)
Density functional theory data (wB97M-V/def2-TZVPD) for 2 unconnected molecules or ions with the total composition C4H9N2O2.

Element x y z (Å)
O  3.2983  0.6710  -0.0692
O  0.1703  -2.2788  0.0130
N  -0.4780  0.5726  -0.0088
N  2.3160  0.7523  -0.6326
C  -0.3679  0.6801  -1.4564
C  0.7180  -0.0259  0.5390
C  -1.6726  -0.1589  0.6725
C  0.8296  -1.5220  0.6527
H  1.5584  -1.8336  1.4251
H  -1.3925  -0.5288  1.7568
H  -0.6799  1.4858  0.3086
H  1.0285  0.3560  1.4622
H  0.4357  1.5191  -1.5438
H  0.0206  -0.3115  -1.9049
H  -2.4913  0.6031  0.6186
H  -1.1792  0.9809  -2.0350
H  -2.1139  -0.9612  0.2021

Forces on the atoms, in the same order (eV/Å):
O -1.340 0.125 -0.850
O -0.522 -0.840 -0.582
N -2.014 -2.923 1.066
N 0.667 -0.912 1.896
C 3.974 -0.501 -1.522
C 2.578 -0.270 -0.952
C -0.555 2.145 2.126
C 0.093 1.415 -0.087
H 0.068 -0.075 -0.234
H -0.469 1.328 -2.231
H 0.607 1.365 0.775
H 0.174 1.194 1.279
H -1.468 -1.713 -0.510
H -0.515 1.671 0.904
H 0.664 -0.498 0.781
H -1.982 0.495 -0.168
H 0.042 -2.008 -1.692

- total charge = +1
- energy (hartree) = -417.35584
- HOMO-LUMO gap (spin up / spin down) (eV) = 8.1 / 8.1
- energy above the lowest of the compared OMol25 structures with the same formula, charge and spin (kcal per mole) = 141.5

Here are the Löwdin charges for atoms 1 to 5, given in e: O 0.15; O 0.09; N -0.16; N 0.17; C -0.01

(2)
Density functional theory data (wB97M-V/def2-TZVPD) for a gas-phase ion, C4H9N2O2 (charge +1).

Element x y z (Å)
O  -1.4917  -2.2471  -0.2870
O  2.0803  -1.3367  0.1257
N  2.4074  -0.3229  -0.5816
N  -0.6800  -0.1069  0.2438
C  0.4554  0.6441  0.5910
C  -0.6634  -1.4438  0.3833
C  -1.8260  0.6659  -0.1580
C  1.5750  0.7448  -0.4379
H  -2.7452  0.1527  0.0114
H  2.1547  1.6437  -0.2678
H  0.0751  1.5814  0.9276
H  -2.0459  1.1964  -1.0636
H  -2.3006  -1.8720  -0.6417
H  2.8584  -2.0050  0.1863
H  -1.8550  1.4358  0.7491
H  1.0890  0.9910  -1.3839
H  0.9124  0.2784  1.6031

Forces on the atoms, in the same order (eV/Å):
O 2.592 0.378 2.605
O 0.032 -4.194 2.509
N 3.526 0.392 -2.400
N 0.186 -4.361 -0.593
C 3.072 0.264 3.831
C -2.731 1.958 -3.595
C -1.937 2.054 3.836
C -2.762 2.016 -0.031
H -0.592 -0.986 0.227
H 0.311 0.249 0.417
H 0.082 1.061 -0.347
H 1.486 0.062 -1.018
H -0.468 0.579 -0.299
H -1.693 1.677 -0.518
H -0.288 -1.105 -2.222
H 0.000 -0.155 -0.549
H -0.815 0.112 -1.854

- total charge = +1
- energy (hartree) = -417.29245
- multiplicity = 3
- HOMO-LUMO gap (spin up / spin down) (eV) = 7.4 / 6.3
- energy above the lowest of the compared OMol25 structures with the same formula, charge and spin (kcal per mole) = 64.3

Here are the Löwdin charges for atoms 1 to 5, given in e: O 0.16; O -0.03; N -0.04; N -0.12; C -0.17

(3)
Density functional theory data (wB97M-V/def2-TZVPD) for a gas-phase ion, C4H9N2O2S (charge -1).

Element x y z (Å)
S  -3.0892  -0.3529  0.1224
O  -3.2773  0.7840  1.1061
O  -2.7772  0.2062  -1.2235
N  0.2398  -1.4788  0.2854
N  0.9551  -2.4005  0.5731
C  0.7808  -0.2424  -0.2929
C  0.2564  -0.0369  -1.7533
C  0.5515  0.9485  0.6683
C  -1.2805  -1.5842  0.5120
H  0.6184  0.9962  -1.8502
H  -0.5631  0.9186  0.9280
H  -1.5996  -2.5930  0.0521
H  1.8806  -0.3412  -0.3839
H  0.9863  0.6269  1.5795
H  0.6791  -0.7576  -2.3326
H  -0.7484  0.0763  -1.8022
H  -1.4361  -1.7961  1.5769
H  0.9297  1.8890  0.2957

Forces on the atoms, in the same order (eV/Å):
S 0.850 1.823 -0.039
O 0.707 -1.974 -0.936
O -0.498 -0.569 0.667
N -5.180 5.987 -1.615
N 4.010 -5.541 1.798
C 0.042 0.295 -0.740
C 2.415 2.901 3.860
C -2.567 -1.781 -0.393
C -0.109 -1.485 -0.018
H 0.346 -0.228 -1.247
H 1.274 0.795 -0.646
H 0.328 1.503 0.086
H -0.468 -0.447 0.136
H 0.906 0.180 1.046
H 1.096 -1.715 -2.081
H -3.239 -0.307 -0.095
H 0.176 0.311 0.205
H -0.088 0.252 0.012

- total charge = -1
- energy (hartree) = -815.85038
- multiplicity = 3
- HOMO-LUMO gap (spin up / spin down) (eV) = 6.0 / 7.9

Here are the Löwdin charges for atoms 1 to 5, given in e: S 0.70; O -0.58; O -0.59; N -0.42; N 0.07

(4)
Density functional theory data (wB97M-V/def2-TZVPD) for 2 unconnected molecules or ions with the total composition C4H9N2O4S3.

Element x y z (Å)
S  0.2907  -1.9923  0.8356
S  1.9312  0.9199  3.3839
S  -3.2535  1.0110  1.7513
O  -0.5114  2.1256  2.1822
O  -0.7465  1.1960  -0.9923
O  0.2744  0.3395  3.2646
O  -1.9231  -0.9373  2.8296
N  -0.3398  -0.5250  0.3338
N  0.6822  0.3437  -3.0626
C  -0.2100  -0.0296  -0.8062
C  -0.6461  0.9725  2.5058
C  0.4907  -0.6926  -1.9310
C  -1.9494  0.2977  2.4432
H  1.5405  -0.9551  -1.6692
H  2.1825  0.0815  4.3486
H  0.2308  0.0430  -3.9085
H  -2.6037  2.2221  1.6035
H  -2.8659  -1.2102  2.9317
H  1.6496  0.4224  -3.2241
H  -0.3932  1.6039  -1.7874
H  0.0121  -1.7006  -2.3202
H  -0.2503  -1.6086  2.1647

Forces on the atoms, in the same order (eV/Å):
S -1.031 0.459 2.511
S -1.490 0.880 -1.238
S -0.557 1.170 -0.180
O -0.578 -0.361 -0.738
O -0.248 -0.544 0.776
O -0.477 -0.829 -0.539
O -2.029 0.529 0.891
N -0.637 0.465 1.164
N -1.583 -1.283 1.717
C -0.226 0.636 -0.618
C 3.228 2.644 1.847
C 1.128 -0.333 -3.138
C 0.969 -1.471 -0.906
H -0.843 -0.102 0.473
H 0.035 -0.807 0.775
H -0.091 -0.058 -0.239
H -0.114 -0.581 0.047
H 0.682 -0.753 -0.101
H 1.193 0.190 -0.442
H 0.353 -0.222 -0.799
H 0.594 2.123 1.000
H 1.719 -1.753 -2.263

- total charge = +1
- energy (hartree) = -1762.48610
- HOMO-LUMO gap (eV) = 5.9
- energy above the lowest of the compared OMol25 structures with the same formula, charge and spin (kcal per mole) = 39.6

Here are the Löwdin charges for atoms 1 to 5, given in e: S 0.79; S 0.95; S 1.15; O 0.10; O 0.07

(5)
Density functional theory data (wB97M-V/def2-TZVPD) for a gas-phase ion, C4H9N2OS (charge -1).

Element x y z (Å)
S  -0.5551  0.4144  -3.2835
O  -1.2073  -1.6249  0.8601
N  1.1017  -1.2216  -1.0551
N  -0.2016  0.1473  1.7818
C  -1.1713  -0.0956  -1.6210
C  0.6918  1.2509  1.8984
C  -0.4178  -0.6870  0.7361
C  0.0263  -0.2785  -0.6500
H  -1.8525  -1.0043  -1.6341
H  1.7966  -0.8337  -1.6858
H  0.1948  2.2375  2.0371
H  1.5106  1.0451  2.6137
H  1.2077  1.3763  0.9163
H  -1.7965  0.6959  -1.2235
H  0.5107  0.7022  -0.6734
H  -0.5789  -0.2256  2.7429
H  0.7410  -1.8985  -1.7601

Forces on the atoms, in the same order (eV/Å):
S -0.206 -0.250 0.388
O 0.896 0.033 0.409
N -0.310 -1.406 -1.029
N -0.876 -0.914 3.631
C -0.108 -0.963 -0.343
C 1.345 0.775 -1.531
C -2.158 -0.250 -0.830
C 1.133 0.226 -0.985
H 1.062 0.761 -0.053
H -0.224 1.063 0.391
H 0.178 -0.713 0.456
H -0.546 0.372 0.005
H -0.285 -0.120 0.782
H -0.106 0.291 0.254
H -0.168 -0.045 0.236
H 0.781 0.798 -2.850
H -0.408 0.341 1.069

- total charge = -1
- structure (SMILES) = CNC(=O)[C@@H](N)C[S-]
- energy (hartree) = -740.77759
- HOMO-LUMO gap (eV) = 5.9
- energy above the lowest of the compared OMol25 structures with the same formula, charge and spin (kcal per mole) = 29.1

Here are the Löwdin charges for atoms 1 to 5, given in e: S 0.07; O 0.01; N 0.01; N -0.01; C -0.72

(6)
Density functional theory data (wB97M-V/def2-TZVPD) for a gas-phase ion, C4H9N2OS2 (charge +1).

Element x y z (Å)
S  2.3950  0.6643  0.2995
S  0.1644  -1.4540  -0.1083
O  -0.0611  2.5370  -0.4671
N  -1.7324  0.9993  -0.4782
N  -2.9591  -0.7551  0.6444
C  -0.3654  1.1807  -0.1292
C  -2.7461  0.2122  -0.2274
C  0.6746  0.2538  0.0678
C  3.4204  -0.7985  0.0056
H  -3.9773  -1.0610  0.6222
H  -1.9491  1.9579  -0.7541
H  2.8832  -1.5618  0.5493
H  0.9754  2.5542  -0.5310
H  4.3334  -0.6509  0.6328
H  1.0810  -2.1631  0.6694
H  3.7777  -1.0757  -0.9563
H  -2.3246  -1.3415  1.0677
H  -3.5901  0.5022  -0.9070

Forces on the atoms, in the same order (eV/Å):
S -0.439 1.100 -0.194
S 0.640 -0.322 0.441
O 2.072 -2.141 0.802
N 1.720 0.854 0.748
N -3.941 1.106 -2.163
C 3.736 -0.221 -0.370
C -1.161 0.596 -0.526
C -2.227 -0.210 -0.306
C 0.261 0.088 2.090
H 2.084 0.142 0.192
H -0.777 -0.412 -0.945
H 0.244 -0.657 -0.349
H -2.612 0.239 0.020
H -0.758 0.329 -0.387
H -0.899 0.951 -0.482
H -0.447 0.048 -1.057
H 2.087 -1.157 1.219
H 0.416 -0.334 1.268

- total charge = +1
- structure (SMILES) = CS/C(S)=C(\O)NC=[NH2+]
- energy (hartree) = -1138.62906
- HOMO-LUMO gap (eV) = 7.6
- energy above the lowest of the compared OMol25 structures with the same formula, charge and spin (kcal per mole) = 19.6

Here are the Löwdin charges for atoms 1 to 5, given in e: S 0.89; S 0.79; O -0.01; N 0.12; N 0.20

(7)
Density functional theory data (wB97M-V/def2-TZVPD) for a molecular structure, C4H9N2S.

Element x y z (Å)
S  -2.6225  0.3848  -0.0033
N  0.8752  -0.1067  1.2973
N  -2.0204  -1.0570  -0.0434
C  0.1825  -0.1845  -0.0503
C  -0.8089  -1.4086  0.0584
C  -1.0047  1.3372  -0.0158
C  1.0383  -0.0714  -1.1995
H  0.3458  0.1733  -1.9873
H  1.6665  -0.7297  1.3100
H  1.4839  -1.0706  -1.4421
H  0.0008  -0.4032  1.7820
H  -0.8983  1.9643  -0.9941
H  1.8808  0.5657  -1.0502
H  1.1023  0.9565  1.4046
H  -0.4172  -2.4316  0.1784
H  -0.8040  2.0814  0.7553

Forces on the atoms, in the same order (eV/Å):
S 0.354 2.693 -0.105
N -1.604 2.830 -0.938
N 0.054 -3.389 0.756
C -3.703 2.000 1.453
C 1.028 2.275 -0.916
C 1.305 -1.854 -2.265
C 0.887 -2.163 -1.119
H 0.467 0.372 -0.777
H 0.428 -0.293 0.675
H -0.337 0.586 0.042
H 1.575 0.288 1.230
H -0.011 -1.604 1.469
H 0.305 1.023 -0.257
H -0.103 -2.648 0.484
H -0.496 0.387 -0.349
H -0.151 -0.502 0.616

- total charge = +1
- energy (hartree) = -665.14783
- HOMO-LUMO gap (eV) = 9.0
- energy above the lowest of the compared OMol25 structures with the same formula, charge and spin (kcal per mole) = 90.7

Here are the Löwdin charges for atoms 1 to 5, given in e: S 0.95; N 0.21; N -0.40; C -0.42; C -0.18

Q: Which value of total charge does entry 3 give?
A: -1

Q: What is the formula in the sixth record?
A: C4H9N2OS2

Q: Look up the energy of the fifth one.
A: -740.77759 hartree